45
Properties=species:S:1:pos:R:3:forces:R:3 method="wB97M-V/def2-TZVPD" e_homo_ev="-7.0 / -6.9" multiplicity=2
Mn -0.076917 -1.134117 -0.417339 -0.2 -0.3 0.5
C -4.297428 -1.812420 -0.390787 -0.5 0.1 0.3
C -2.943048 -1.911203 -0.700614 0.6 -0.1 0.1
N -1.999307 -1.306856 0.001781 -0.9 0.5 -0.4
C -2.362200 -0.540595 1.071329 -0.4 0.0 0.2
C -3.714416 -0.401442 1.461680 0.3 -0.1 -0.1
C -4.688716 -1.063806 0.691265 0.2 -0.2 -0.3
C -4.025679 0.375748 2.596102 0.1 0.2 0.3
C -3.009391 0.946241 3.315526 -0.5 -0.1 -0.1
C -1.665925 0.814684 2.939712 0.4 -0.3 -0.4
C -1.302587 0.113170 1.794050 0.0 0.3 0.4
N -0.062771 -0.076651 1.234667 0.1 -0.1 -0.3
C 1.145782 0.493479 1.548751 0.0 0.3 0.5
C 1.471744 1.438763 2.518124 -0.4 -0.3 -0.3
C 2.785451 1.903772 2.664811 0.5 0.0 -0.2
C 3.802474 1.484716 1.847601 -0.1 0.3 0.3
C 3.527219 0.559605 0.820660 -0.4 -0.2 0.0
C 4.483701 0.134331 -0.120329 -0.2 -0.3 -0.2
C 4.123880 -0.784558 -1.075636 0.6 0.3 0.2
C 2.826982 -1.291080 -1.087768 -0.6 -0.2 0.4
N 1.891658 -0.889677 -0.241180 0.7 0.7 -0.7
C 2.214376 0.043834 0.698137 0.4 0.0 0.1
H -5.022411 -2.339677 -0.995269 0.0 0.0 0.0
H -2.594061 -2.518822 -1.525531 0.0 0.0 0.0
H -5.731876 -0.986502 0.971267 0.0 0.0 0.0
H -5.059752 0.500983 2.891234 0.0 0.0 0.0
H -3.247624 1.517961 4.203861 0.0 0.0 0.0
H -0.915378 1.247805 3.576792 0.0 0.0 0.0
H 0.717362 1.853579 3.162543 0.0 0.0 0.0
H 2.999314 2.624266 3.444356 0.0 0.0 0.0
H 4.809482 1.865319 1.965064 0.0 0.0 0.0
H 5.490877 0.529539 -0.076770 0.0 0.0 0.0
H 4.839184 -1.128417 -1.810622 0.0 0.0 0.0
H 2.527181 -2.077968 -1.768970 0.0 0.1 -0.1
N 0.268295 -4.008982 -1.568291 -0.1 0.0 0.1
C 0.115289 -2.974453 -1.064709 0.3 -0.3 -0.8
C 0.025008 2.048900 -3.529869 0.0 0.0 0.0
C 0.204415 0.598854 -3.178917 0.1 -0.2 -0.2
N 0.789233 -0.195909 -4.090077 0.0 0.0 0.0
O -0.179993 0.156178 -2.103487 -0.1 -0.1 0.6
H 0.532326 2.319981 -4.453277 0.0 0.0 0.0
H 0.405228 2.655821 -2.710426 0.0 0.0 0.0
H -1.040889 2.253103 -3.626830 0.0 0.0 0.0
H 1.062900 0.141724 -4.993269 0.0 0.0 0.0
H 0.881009 -1.179223 -3.889344 0.0 -0.1 0.1


43
Properties=species:S:1:pos:R:3:forces:R:3 method="wB97M-V/def2-TZVPD" charge=-1 e_above_lowest_kcal_mol=23.2 e_homo_ev=-3.7
C -4.442364 0.907687 3.241356 -0.1 0.1 0.0
O -3.887979 -0.256407 3.806552 1.2 -0.4 0.0
C -2.515279 -0.405603 3.617902 -0.1 -0.1 0.0
C -1.908653 -1.540918 4.165951 -0.9 0.3 0.0
C -0.565577 -1.768719 4.019438 0.5 0.2 -0.3
C 0.246074 -0.861119 3.332590 -0.3 0.4 0.0
C 1.694624 -1.066162 3.246628 0.1 0.2 0.0
C 2.617419 -0.126691 3.554767 -1.3 -1.4 -0.6
C 3.983988 -0.405289 3.477855 3.4 -0.6 -0.2
N 5.127247 -0.616514 3.456564 -1.7 0.3 0.1
C 2.248078 1.138543 4.016283 -1.0 2.9 0.9
N 1.910632 2.189067 4.382480 0.5 -1.4 -0.4
C -0.360602 0.272125 2.783360 0.8 -0.5 0.3
C -1.705270 0.494711 2.918062 -1.2 0.0 0.2
H -5.513690 0.921919 3.448720 0.2 -0.2 0.1
H -3.984994 1.790328 3.691824 0.0 0.2 -0.1
H -4.294017 0.899265 2.160313 0.0 0.2 -0.1
H -2.527938 -2.228561 4.714468 -0.1 -0.2 0.1
H -0.110343 -2.631683 4.473327 0.0 -0.3 0.0
H 2.049526 -2.032436 2.923307 0.1 -0.2 -0.1
H 0.248977 0.985941 2.257104 0.0 0.1 -0.2
H -2.139423 1.374129 2.479612 0.0 0.2 -0.1
C 0.345629 -2.551470 -1.386863 -0.8 0.0 -0.6
C 1.633886 -2.127242 -0.753369 0.7 0.9 -0.4
C 2.359327 -1.085758 -1.372527 -0.1 0.5 -0.6
C 3.588579 -0.564873 -0.896671 -1.3 -1.1 0.1
C 4.245438 0.553662 -1.620454 0.1 0.5 -0.5
C 3.683355 1.181539 -2.727919 0.0 -0.2 0.2
C 4.332495 2.226191 -3.342909 0.0 0.2 -0.2
C 5.551787 2.661828 -2.865801 0.2 0.3 -0.2
C 6.124392 2.048165 -1.770504 0.1 0.1 0.0
C 5.472800 1.004065 -1.155060 0.0 -0.2 0.2
O 4.135558 -1.005991 0.106013 1.1 0.1 1.1
O 1.990142 -2.694753 0.267425 -0.1 -1.1 1.6
H 0.097466 -1.930970 -2.249728 -0.1 0.0 -0.1
H 0.409315 -3.589462 -1.717784 0.0 0.0 0.1
H -0.466627 -2.469787 -0.663090 0.0 -0.1 0.1
H 1.931785 -0.663433 -2.259191 -0.2 0.1 -0.3
H 2.731963 0.856985 -3.106243 -0.2 -0.1 -0.1
H 3.881026 2.703317 -4.196914 -0.1 0.1 -0.2
H 6.053845 3.482712 -3.348646 0.1 0.2 -0.1
H 7.076580 2.386066 -1.395300 0.2 0.1 0.1
H 5.898059 0.518808 -0.292999 0.0 -0.2 0.2


Repeat the second record exactly.
43
Properties=species:S:1:pos:R:3:forces:R:3 method="wB97M-V/def2-TZVPD" charge=-1 e_above_lowest_kcal_mol=23.2 e_homo_ev=-3.7
C -4.442364 0.907687 3.241356 -0.1 0.1 0.0
O -3.887979 -0.256407 3.806552 1.2 -0.4 0.0
C -2.515279 -0.405603 3.617902 -0.1 -0.1 0.0
C -1.908653 -1.540918 4.165951 -0.9 0.3 0.0
C -0.565577 -1.768719 4.019438 0.5 0.2 -0.3
C 0.246074 -0.861119 3.332590 -0.3 0.4 0.0
C 1.694624 -1.066162 3.246628 0.1 0.2 0.0
C 2.617419 -0.126691 3.554767 -1.3 -1.4 -0.6
C 3.983988 -0.405289 3.477855 3.4 -0.6 -0.2
N 5.127247 -0.616514 3.456564 -1.7 0.3 0.1
C 2.248078 1.138543 4.016283 -1.0 2.9 0.9
N 1.910632 2.189067 4.382480 0.5 -1.4 -0.4
C -0.360602 0.272125 2.783360 0.8 -0.5 0.3
C -1.705270 0.494711 2.918062 -1.2 0.0 0.2
H -5.513690 0.921919 3.448720 0.2 -0.2 0.1
H -3.984994 1.790328 3.691824 0.0 0.2 -0.1
H -4.294017 0.899265 2.160313 0.0 0.2 -0.1
H -2.527938 -2.228561 4.714468 -0.1 -0.2 0.1
H -0.110343 -2.631683 4.473327 0.0 -0.3 0.0
H 2.049526 -2.032436 2.923307 0.1 -0.2 -0.1
H 0.248977 0.985941 2.257104 0.0 0.1 -0.2
H -2.139423 1.374129 2.479612 0.0 0.2 -0.1
C 0.345629 -2.551470 -1.386863 -0.8 0.0 -0.6
C 1.633886 -2.127242 -0.753369 0.7 0.9 -0.4
C 2.359327 -1.085758 -1.372527 -0.1 0.5 -0.6
C 3.588579 -0.564873 -0.896671 -1.3 -1.1 0.1
C 4.245438 0.553662 -1.620454 0.1 0.5 -0.5
C 3.683355 1.181539 -2.727919 0.0 -0.2 0.2
C 4.332495 2.226191 -3.342909 0.0 0.2 -0.2
C 5.551787 2.661828 -2.865801 0.2 0.3 -0.2
C 6.124392 2.048165 -1.770504 0.1 0.1 0.0
C 5.472800 1.004065 -1.155060 0.0 -0.2 0.2
O 4.135558 -1.005991 0.106013 1.1 0.1 1.1
O 1.990142 -2.694753 0.267425 -0.1 -1.1 1.6
H 0.097466 -1.930970 -2.249728 -0.1 0.0 -0.1
H 0.409315 -3.589462 -1.717784 0.0 0.0 0.1
H -0.466627 -2.469787 -0.663090 0.0 -0.1 0.1
H 1.931785 -0.663433 -2.259191 -0.2 0.1 -0.3
H 2.731963 0.856985 -3.106243 -0.2 -0.1 -0.1
H 3.881026 2.703317 -4.196914 -0.1 0.1 -0.2
H 6.053845 3.482712 -3.348646 0.1 0.2 -0.1
H 7.076580 2.386066 -1.395300 0.2 0.1 0.1
H 5.898059 0.518808 -0.292999 0.0 -0.2 0.2